Here is a 7-piece molecular cluster, C5H25NO7 overall at a distorted geometry from the Open Molecules 2025 dataset. Energies are from ωB97M-V/def2-TZVPD.

XYZ file:
```
38
Properties=species:S:1:pos:R:3:forces:R:3:lowdin_charge:R:1
C -0.767 -0.263 0.186 -0.088 0.451 -0.162 -0.176
C -0.550 -0.753 -1.270 0.177 -0.477 0.407 -0.379
C -0.937 -2.212 -1.424 -0.187 -1.184 0.945 -0.080
C 0.900 -0.568 -1.705 0.418 1.612 -1.154 -0.077
N -1.477 1.037 0.202 -0.233 0.292 0.965 -0.043
C -2.575 1.081 1.146 -1.014 -0.358 0.537 -0.295
O -3.865 0.875 0.580 -0.176 -0.213 -0.567 -0.059
H -1.317 -0.956 0.825 -0.156 -0.293 -0.359 0.103
H 0.185 -0.123 0.705 0.139 -0.102 -0.245 0.102
H -1.282 -0.180 -1.836 0.333 0.181 -0.497 0.120
H -0.802 -2.757 -2.358 0.015 0.852 -0.580 0.082
H -1.981 -2.354 -1.128 0.058 -0.082 0.015 0.058
H -0.311 -2.834 -0.768 -0.205 0.236 0.323 0.092
H 1.005 0.016 -2.637 -0.474 -0.127 -0.001 0.088
H 1.440 -1.471 -1.942 -0.276 -0.554 0.530 0.046
H 1.498 0.046 -1.027 -0.082 -0.353 0.356 0.070
H -1.815 1.315 -0.708 0.091 -0.115 -0.105 0.097
H -2.687 1.931 1.838 0.708 0.450 -0.670 0.117
H -2.499 0.235 1.820 0.324 -0.187 0.147 0.110
H -4.067 1.513 -0.114 0.181 0.152 0.236 0.080
H 4.344 -1.944 -2.167 2.501 0.716 0.987 -0.006
H 3.094 -1.014 -2.622 0.914 0.525 0.358 0.015
O 3.502 -1.869 -2.508 -2.991 -1.304 -1.477 -0.019
H 0.715 -1.741 3.886 0.353 -0.154 0.144 0.029
H 0.435 -0.417 3.163 0.071 -0.135 0.072 0.028
O 0.019 -1.220 3.495 -0.424 0.301 -0.240 -0.052
H -4.636 -2.190 -0.315 -0.605 0.657 -1.263 0.008
H -3.580 -2.815 0.482 -0.043 -0.080 0.393 0.021
O -4.477 -2.470 0.566 0.667 -0.612 0.930 -0.041
H 4.801 -0.035 -0.386 0.557 -0.051 0.152 0.019
H 4.541 1.259 0.441 0.824 0.998 0.842 0.005
O 4.158 0.610 -0.112 -1.511 -0.851 -0.981 -0.033
H -0.190 3.133 0.971 -0.111 -0.316 -0.136 0.039
H 0.478 3.209 -0.403 -0.200 -0.221 -0.241 0.051
O 0.596 3.446 0.515 -0.057 0.404 0.071 -0.042
H 2.714 3.335 2.270 0.240 -0.064 0.660 0.017
H 2.287 3.551 0.902 0.462 0.154 -0.015 -0.016
O 3.104 3.595 1.438 -0.200 -0.144 -0.375 -0.082
```
Positions in Å, forces in eV/Å.

lowest unoccupied orbital energy	0.3393	eV
orbital gap	9.763	eV
energy	-786.86393	hartree
relative energy (zero: lowest compared OMol25 entry of this formula, charge and spin)	1.884	eV
HOMO	-9.4	eV